1.
Density functional theory data (ωB97M-V with the def2-TZVPD basis set) for a cluster of 6 separate species, C18H48O6 in total at a distorted geometry.

Results
E_HOMO (alpha / beta) in eV: -11.8270 / -11.8264
Charge: +1
⟨S²⟩: 0.755
2S+1: 2
Energy above the lowest of the compared OMol25 structures with the same formula, charge and spin in eV: 0.2277

Each line ends with the Mulliken charge.
Positions of all 72 atoms, in Å:
C (-4.6971, 0.5199, 1.1989)  -0.93
C (-4.4250, 2.0486, 1.0842)  0.55
C (-3.0430, 2.4979, 0.8300)  -0.71
O (-5.1208, 2.5447, -0.0699)  -0.56
H (-4.7893, 0.0257, 0.2318)  0.31
H (-5.6480, 0.3782, 1.7125)  0.41
H (-3.9138, 0.0607, 1.8019)  -0.03
H (-4.8122, 2.5259, 1.9844)  0.20
H (-2.7117, 1.9278, -0.0380)  -0.03
H (-2.3675, 2.1675, 1.6191)  0.05
H (-2.8854, 3.5742, 0.7609)  0.40
H (-5.7970, 1.9130, -0.3253)  0.32
C (-2.4644, -0.9318, -4.1500)  -1.52
C (-3.5677, -0.7221, -3.0974)  1.00
C (-4.2473, 0.6296, -3.4135)  -1.15
O (-4.5944, -1.7104, -3.2902)  -0.57
H (-1.9773, -1.8733, -3.8961)  0.41
H (-1.6777, -0.1997, -3.9677)  0.31
H (-2.8173, -0.9472, -5.1812)  0.44
H (-3.1694, -0.7231, -2.0828)  -0.20
H (-3.4879, 1.4021, -3.2927)  0.32
H (-5.1105, 0.9138, -2.8116)  0.24
H (-4.6671, 0.5794, -4.4181)  0.36
H (-4.6107, -1.8670, -4.2372)  0.36
C (-0.4944, -0.1627, -0.7284)  -1.01
C (0.7771, -0.7346, -0.1938)  0.83
C (1.9968, -0.1586, -0.9548)  -1.59
O (0.8980, -0.4178, 1.1441)  -0.35
H (-0.4985, -0.3765, -1.7973)  0.26
H (-0.5410, 0.9043, -0.5108)  0.05
H (-1.3191, -0.7322, -0.3000)  0.33
H (0.8102, -1.8176, -0.3132)  0.38
H (2.2193, 0.8686, -0.6663)  0.23
H (1.9761, -0.1865, -2.0443)  0.48
H (2.8757, -0.7405, -0.6774)  0.36
H (0.4386, -1.0927, 1.6492)  0.20
C (0.6151, 3.3988, 2.2363)  -0.87
C (1.9682, 2.9379, 2.7938)  0.53
C (1.9308, 2.1396, 4.0842)  -1.08
O (2.5897, 2.1152, 1.8176)  -0.17
H (0.2322, 4.1710, 2.9035)  0.43
H (-0.1381, 2.6169, 2.1397)  -0.03
H (0.6899, 3.7818, 1.2185)  0.40
H (2.5485, 3.8583, 2.8588)  0.30
H (1.4156, 2.6744, 4.8821)  0.39
H (2.9233, 1.8561, 4.4341)  0.40
H (1.4172, 1.1784, 4.1010)  0.18
H (2.0012, 1.3874, 1.6042)  0.38
C (5.0656, -0.8203, -2.7273)  -1.14
C (6.3414, -1.5059, -3.2234)  0.32
C (7.4942, -0.4882, -3.3900)  -1.22
O (6.6662, -2.6406, -2.4680)  -0.56
H (4.7341, -0.1322, -3.5049)  0.36
H (5.2601, -0.2253, -1.8349)  0.32
H (4.2645, -1.4916, -2.4181)  0.29
H (6.1092, -1.8782, -4.2212)  0.28
H (7.6771, -0.0606, -2.4042)  0.33
H (7.2004, 0.2236, -4.1615)  0.33
H (8.3909, -1.0044, -3.7330)  0.35
H (7.1242, -3.2066, -3.0937)  0.36
C (-0.4671, -3.1439, 4.4066)  -1.34
C (-1.1243, -2.7186, 3.0750)  0.49
C (-1.5279, -1.2230, 3.0439)  -0.68
O (-0.2082, -2.6977, 2.0213)  -0.59
H (0.0832, -4.0842, 4.3742)  0.38
H (-1.2096, -3.1129, 5.2040)  0.37
H (0.2853, -2.3960, 4.6564)  0.25
H (-1.8647, -3.4633, 2.7830)  0.44
H (-0.7687, -0.4863, 3.3065)  -0.18
H (-2.3054, -1.0418, 3.7860)  0.56
H (-1.8533, -0.9690, 2.0351)  -0.04
H (-0.0972, -3.6367, 1.8556)  0.31

2.
Density functional theory data (ωB97M-V with the def2-TZVPD basis set) for a cluster of 2 separate species, C16H27N6O4S in total at a distorted geometry.

Results
E_HOMO in eV: -12.0591
Charge: +1
2S+1: 1
Energy above the lowest of the compared OMol25 structures with the same formula, charge and spin in eV: 4.9645

Each line ends with the Mulliken charge.
Positions of all 54 atoms, in Å:
C (3.4132, 2.3395, -0.8043)  -0.69
C (2.6507, 3.7510, -0.8959)  -0.24
O (2.1453, 4.2050, 0.3961)  -0.35
C (0.7180, 4.0808, 0.4592)  -0.28
C (0.2805, 3.4402, 1.8910)  -0.75
N (0.2898, 1.9607, 1.7982)  0.01
S (1.7816, 1.1668, 2.3052)  -0.15
C (-0.6859, 1.1463, 1.3854)  0.42
N (-0.5963, -0.3242, 1.3699)  -0.47
C (-1.9027, -0.6461, 0.8872)  0.26
C (-2.1644, -2.1922, 0.7932)  0.33
C (-1.3648, -3.1928, -0.0403)  -0.25
C (-1.7262, -4.6549, 0.0030)  -0.21
N (-2.7569, -5.3455, 0.6813)  -0.46
C (-3.4611, -4.3813, 1.4375)  -0.20
C (-3.2670, -2.8941, 1.5889)  -0.42
N (-2.7331, 0.4737, 0.5812)  -0.54
N (-1.9527, 1.5570, 0.8997)  0.83
C (-2.6200, 2.8501, 0.6422)  -0.79
C (-3.6782, 3.2746, 1.8071)  -0.53
N (-3.3467, 2.6749, 3.1338)  -0.52
H (4.2408, 2.2584, -1.5961)  0.37
H (2.7195, 1.4392, -0.7907)  0.02
H (3.9664, 2.3484, 0.2041)  0.23
H (3.4362, 4.5335, -1.2088)  0.31
H (1.8623, 3.7643, -1.7180)  0.28
H (0.1644, 5.0924, 0.4084)  0.27
H (0.2785, 3.3665, -0.3291)  0.32
H (-0.7138, 3.8576, 2.2541)  0.11
H (1.0673, 3.8015, 2.6468)  0.44
H (1.6155, 0.6958, 3.6010)  0.19
H (-0.5030, -2.8334, -0.6864)  0.33
H (-1.0520, -5.3436, -0.6234)  0.32
H (-4.3335, -4.8244, 2.0407)  0.30
H (-3.9349, -2.2952, 2.2866)  0.33
H (-3.6907, 0.4428, 0.2207)  0.31
H (-1.9331, 3.7238, 0.4152)  0.20
H (-3.2666, 2.7082, -0.3012)  0.50
H (-4.6784, 2.8002, 1.4841)  0.38
H (-3.8652, 4.4004, 1.8267)  0.31
H (-4.2394, 2.7123, 3.6645)  0.28
H (-2.7446, 3.3535, 3.6216)  0.22
C (3.9442, -5.3056, -4.6478)  -0.62
O (3.4337, -5.0423, -3.3407)  -0.32
C (3.0486, -3.7734, -3.1460)  0.75
O (3.1005, -2.8838, -3.9574)  -0.54
O (2.5930, -3.6653, -1.8856)  -0.31
C (2.1466, -2.3582, -1.5386)  -0.76
H (4.2232, -6.3584, -4.6899)  0.22
H (3.1795, -5.1198, -5.4047)  0.29
H (4.8342, -4.7038, -4.8423)  0.29
H (1.3100, -2.0556, -2.1737)  0.31
H (2.9653, -1.6391, -1.6100)  0.37
H (1.8021, -2.3861, -0.5038)  0.28

3.
Density functional theory data (ωB97M-V with the def2-TZVPD basis set) for an isolated molecule of C21H28O5.

Results
E_HOMO in eV: -9.0893
SMILES string: C[C@]12CCC(=O)C=C1CC[C@@H]1[C@@H]2C(=O)C[C@@]2(C)[C@H]1CC[C@]2(O)C(=O)CO
2S+1: 1
Energy above the lowest of the compared OMol25 structures with the same formula, charge and spin in eV: 0.0000

Each line ends with the Mulliken charge.
Positions of all 54 atoms, in Å:
C (-1.2855, 0.6121, 3.2346)  -2.22
C (-0.4273, -0.5636, 2.7421)  2.75
C (-1.1074, -1.8529, 3.2382)  -1.55
C (-0.1951, -3.0724, 3.2302)  -0.56
C (1.0161, -2.8169, 4.0986)  0.06
O (1.5131, -3.6623, 4.8114)  -0.62
C (1.5794, -1.4769, 3.9382)  -0.71
C (0.9743, -0.4718, 3.2967)  0.08
C (1.7205, 0.7732, 2.9387)  -1.38
C (1.8903, 0.7658, 1.4150)  -1.15
C (0.5372, 0.6842, 0.7079)  0.17
C (-0.2629, -0.5474, 1.1969)  -0.34
C (-1.5684, -0.6783, 0.4188)  0.05
O (-2.6578, -0.7313, 0.9309)  -0.62
C (-1.3924, -0.7519, -1.0835)  -1.17
C (-0.6313, 0.4899, -1.5437)  1.05
C (-1.5116, 1.7190, -1.3055)  -2.01
C (0.7130, 0.5542, -0.7993)  -1.14
C (1.4812, 1.6514, -1.5435)  -1.00
C (0.9824, 1.5436, -3.0000)  -1.17
C (-0.1025, 0.4367, -2.9983)  1.29
O (0.4735, -0.8435, -3.1995)  -0.70
C (-1.1290, 0.6367, -4.1159)  -0.03
O (-2.3188, 0.6997, -3.9529)  -0.55
C (-0.5464, 0.7520, -5.5315)  -0.89
O (0.5200, -0.1242, -5.8256)  -0.56
H (-0.9707, 1.5641, 2.8196)  0.45
H (-1.2292, 0.6770, 4.3195)  0.49
H (-2.3201, 0.4427, 2.9506)  0.43
H (-1.4309, -1.6837, 4.2682)  0.52
H (-1.9987, -2.0481, 2.6440)  0.46
H (0.1584, -3.2917, 2.2187)  0.29
H (-0.7247, -3.9542, 3.5935)  0.43
H (2.5745, -1.3438, 4.3427)  0.43
H (2.6987, 0.7869, 3.4210)  0.55
H (1.1763, 1.6670, 3.2441)  0.38
H (2.4134, 1.6698, 1.0992)  0.50
H (2.5013, -0.0948, 1.1317)  0.42
H (-0.0209, 1.5970, 0.9288)  0.60
H (0.3304, -1.4304, 0.9264)  0.57
H (-0.8238, -1.6452, -1.3465)  0.56
H (-2.3737, -0.8041, -1.5568)  0.42
H (-1.8500, 1.7410, -0.2729)  0.49
H (-2.3944, 1.6674, -1.9352)  0.45
H (-0.9888, 2.6455, -1.5218)  0.48
H (1.2258, -0.3937, -0.9956)  0.69
H (2.5571, 1.4984, -1.4816)  0.46
H (1.2572, 2.6330, -1.1261)  0.35
H (0.5543, 2.4865, -3.3391)  0.43
H (1.7860, 1.2723, -3.6845)  0.36
H (0.9807, -0.8045, -4.0249)  0.66
H (-1.3685, 0.6440, -6.2477)  0.45
H (-0.1424, 1.7662, -5.6273)  0.26
H (0.1580, -0.9901, -6.0471)  0.34

4.
Density functional theory data (ωB97M-V with the def2-TZVPD basis set) for a structure of composition C15H17AuCl2N2O3 at a distorted geometry.

Results
E_HOMO (alpha / beta) in eV: -7.2596 / -7.2591
2S+1: 1
Energy above the lowest of the compared OMol25 structures with the same formula, charge and spin in eV: 2.1045

Each line ends with the Mulliken charge.
Positions of all 40 atoms, in Å:
Au (0.8881, 0.3099, -0.5844)  0.40
Cl (2.3919, -1.5657, -6.5006)  -0.23
C (1.9633, -1.2487, -4.8375)  0.48
C (1.8634, -2.3412, -4.0227)  -1.18
C (1.6002, -2.1632, -2.5682)  1.17
Cl (1.5779, -3.7782, -1.7647)  -0.20
C (0.1949, -1.5428, -2.4566)  -0.74
O (-0.7995, -2.2292, -2.3104)  -0.70
C (1.2495, 0.6248, -3.3340)  0.76
C (1.5126, 1.9202, -2.8923)  -0.39
O (1.2515, 2.3054, -1.6999)  -0.55
C (1.8505, 0.0963, -4.4952)  -1.15
H (1.9298, -3.3411, -4.4106)  0.48
H (2.0289, 2.6310, -3.5386)  0.44
H (2.2679, 0.8162, -5.1857)  0.42
C (5.7046, 0.1707, 1.7481)  -1.27
C (4.2324, 0.0565, 1.8832)  0.78
C (3.4091, -0.2702, 2.9442)  -1.00
C (2.0979, -0.2279, 2.4466)  0.46
N (2.1300, 0.1128, 1.1629)  -0.49
N (3.4193, 0.2820, 0.8379)  0.24
C (0.8225, -0.5189, 3.1446)  -1.24
H (6.1674, 0.3181, 2.7177)  0.36
H (5.9540, 1.0078, 1.1011)  0.34
H (6.1204, -0.7363, 1.3105)  0.26
H (3.7114, -0.5003, 3.9448)  0.38
H (3.6688, 0.5458, -0.1017)  0.22
H (0.9738, -0.5677, 4.2178)  0.35
H (0.4210, -1.4723, 2.8072)  0.28
H (0.0886, 0.2503, 2.9187)  0.32
C (3.8738, -1.6250, -2.0404)  -0.91
O (2.4902, -1.3367, -1.8820)  0.06
C (0.1970, -0.0896, -2.5616)  1.28
C (-1.1932, 0.4790, -2.7401)  -1.46
H (4.3709, -0.7231, -2.4058)  0.27
H (4.0154, -2.4309, -2.7610)  0.50
H (4.2848, -1.9252, -1.0732)  0.14
H (-1.5218, 0.2991, -3.7676)  0.33
H (-1.2026, 1.5497, -2.5609)  0.43
H (-1.8870, -0.0296, -2.0740)  0.34

Q: Among the records above, which one has the highest 2S+1?
A: C18H48O6

Q: What is the formula in the third record?
A: C21H28O5